Molecular formula: C29H32N2O8TeV
Method: DFT, ωB97M-V with the def2-TZVPD basis set

2S+1: 2
Calculated total energy (eV): -82920.1640
Gap between HOMO and LUMO (alpha / beta) (eV): 7.1 / 7.4
Net charge: +2
Energy above the lowest of the compared OMol25 structures with the same formula, charge and spin (kJ/mol): 119.40

Each line ends with the Mulliken spin population.
Element x y z (Å)
V: 1.9897 1.5835 0.8094  1.082
O: 4.3452 -1.2500 2.2369  -0.003
C: 3.9699 -0.0606 1.7619  0.011
O: 2.5570 0.0591 1.5264  -0.052
C: 4.3143 1.0734 2.7022  -0.004
O: 3.6224 2.2090 2.1674  -0.008
C: 4.4159 3.2734 1.6094  -0.002
C: 3.8407 3.5483 0.2381  0.008
O: 4.4099 4.0233 -0.6847  -0.005
O: 2.5226 3.1706 0.2028  -0.031
H: 4.2844 -1.9175 1.5304  0.000
H: 3.9215 0.8521 3.6921  -0.001
H: 5.3879 1.2398 2.7453  -0.001
H: 4.3154 4.1574 2.2395  0.000
H: 5.4611 2.9844 1.5320  0.000
N: 2.9071 1.1300 -1.4478  0.026
C: 4.1112 0.3291 -1.7707  0.001
C: 4.2834 -0.5230 -0.5501  -0.002
O: 4.0378 -1.6897 -0.4345  0.000
O: 4.5710 0.2984 0.4959  0.001
H: 2.0949 0.7440 -1.9184  -0.005
H: 3.0106 2.0783 -1.7998  0.004
H: 4.9720 0.9862 -1.8859  -0.001
H: 3.9945 -0.2886 -2.6580  0.001
C: -3.9778 -3.0306 -4.4946  0.000
C: -3.0645 -2.4664 -3.4490  0.000
C: -3.5695 -1.7891 -2.3447  0.000
C: -2.7497 -1.2856 -1.3430  0.000
C: -3.3908 -0.5816 -0.1783  0.000
C: -1.3688 -1.4760 -1.4836  0.001
Te: 0.0328 -1.0234 -0.0087  0.002
N: 0.3134 0.9591 -0.1822  -0.023
C: -0.3025 1.9212 0.5767  -0.011
O: 0.3961 2.2104 1.6370  0.008
C: -1.4627 2.6707 0.2043  0.004
C: -1.9623 3.6545 1.0720  -0.003
C: -3.0808 4.3721 0.7031  0.001
C: -3.6914 4.1184 -0.5228  -0.001
C: -3.1947 3.1478 -1.3889  0.000
C: -2.0805 2.4182 -1.0297  -0.003
C: -0.9636 -1.2907 1.8263  -0.001
C: -1.6250 -0.2924 2.5252  0.001
C: -2.1783 -0.5886 3.7605  0.000
C: -2.0700 -1.8730 4.2740  0.000
C: -1.4141 -2.8611 3.5566  0.000
C: -0.8386 -2.5945 2.3177  0.001
C: -0.1461 -3.6912 1.5494  0.000
C: -0.8121 -2.1364 -2.5982  -0.001
C: 0.6688 -2.3530 -2.7997  0.000
C: -1.6835 -2.6181 -3.5609  0.000
H: -4.9682 -2.5834 -4.4453  0.000
H: -4.0888 -4.1072 -4.3489  0.000
H: -3.5718 -2.8794 -5.4940  0.000
H: -4.6399 -1.6442 -2.2568  0.000
H: -3.5804 -1.2776 0.6414  0.000
H: -4.3474 -0.1579 -0.4772  0.000
H: -2.7749 0.2359 0.2048  0.000
H: -1.4702 3.8393 2.0174  0.002
H: -3.4783 5.1325 1.3605  0.000
H: -4.5642 4.6900 -0.8104  0.000
H: -3.6751 2.9714 -2.3412  0.000
H: -1.6722 1.6655 -1.6927  0.001
H: -1.7474 0.7068 2.1341  0.000
H: -2.6977 0.1820 4.3134  0.000
H: -2.5052 -2.1079 5.2358  0.000
H: -1.3457 -3.8633 3.9600  0.000
H: -0.2219 -4.6380 2.0791  0.000
H: 0.9201 -3.4853 1.4178  0.000
H: -0.6013 -3.8460 0.5650  0.000
H: 1.2591 -1.4601 -2.5799  0.000
H: 0.8688 -2.6177 -3.8351  0.000
H: 1.0546 -3.1640 -2.1770  0.000
H: -1.2765 -3.1226 -4.4291  0.000

Forces on the atoms, in the same order (eV/Å):
0.52 -0.42 -0.68
-0.11 -0.07 0.16
0.12 0.13 -0.22
-0.07 0.13 -0.27
-0.03 -0.08 0.13
-0.06 0.04 0.04
-0.05 -0.10 0.09
-0.13 0.15 0.23
-0.05 -0.03 -0.17
0.02 0.18 -0.08
-0.02 0.04 0.01
0.02 0.02 0.02
0.00 0.01 -0.01
0.04 0.02 -0.02
0.01 0.02 -0.04
-0.12 -0.03 -0.07
0.06 0.01 -0.03
-0.16 0.01 0.13
0.05 -0.02 -0.06
0.11 -0.22 0.42
0.02 0.03 -0.05
0.01 -0.02 -0.03
-0.02 0.00 -0.04
-0.01 0.03 0.00
0.01 -0.01 0.00
0.01 0.01 0.01
0.00 0.03 0.03
-0.15 0.02 -0.03
0.11 0.01 0.02
0.05 0.05 0.15
-0.05 -0.33 -0.22
0.13 0.42 0.52
0.21 -0.31 0.30
-0.28 0.38 -0.03
-0.14 -0.05 -0.02
-0.01 -0.02 -0.02
0.00 0.00 0.00
0.00 0.01 0.01
0.02 -0.03 -0.01
-0.01 0.07 0.00
0.08 -0.04 -0.10
-0.01 0.04 0.16
0.02 0.03 -0.03
0.01 -0.01 -0.02
-0.02 0.02 0.01
-0.03 -0.04 0.02
0.00 0.03 -0.01
-0.05 -0.02 -0.09
0.01 0.00 0.04
0.01 0.03 0.03
0.00 0.00 0.00
0.00 0.00 0.00
0.00 0.01 0.00
0.00 -0.01 -0.01
0.01 0.02 0.00
-0.01 0.01 -0.02
-0.13 -0.15 -0.08
0.01 0.00 0.00
-0.01 0.00 -0.01
0.00 0.00 0.00
-0.01 0.01 0.00
0.01 0.01 0.00
0.03 0.00 -0.03
0.00 0.00 0.00
0.00 -0.01 0.00
0.00 0.00 0.00
-0.01 0.00 0.00
0.00 -0.01 -0.01
0.02 -0.01 0.00
0.01 0.01 -0.03
-0.01 -0.01 -0.01
0.00 0.02 0.01
0.00 0.00 0.00



Molecular formula: C2H4N4O2S2
Method: DFT, ωB97M-V with the def2-TZVPD basis set

SMILES string: Nc1nnc(S(N)(=O)=O)s1
Calculated total energy (eV): -33862.5648
Gap between HOMO and LUMO (eV): 9.8
Energy above the lowest of the compared OMol25 structures with the same formula, charge and spin (kJ/mol): 122.28

Each line ends with the natural charge from an NBO analysis.
Element x y z (Å)
N: 3.4707 0.2656 -0.2105  -0.841
C: 2.1075 0.0233 -0.2369  0.253
N: 1.6323 -1.1628 -0.2316  -0.338
N: 0.2784 -1.3276 -0.3230  -0.192
C: -0.3180 -0.2096 -0.3421  -0.283
S: -2.0822 0.1488 -0.3918  2.229
N: -2.6797 -0.1337 1.1514  -1.075
O: -2.1416 1.6016 -0.5855  -0.921
O: -2.7196 -0.7985 -1.3383  -0.886
S: 0.7068 1.1788 -0.2847  0.364
H: 4.1567 -0.3767 0.3144  0.432
H: 3.8630 1.2971 -0.3473  0.415
H: -2.8548 -1.0894 1.4274  0.416
H: -3.4194 0.5831 1.3984  0.428

Forces on the atoms, in the same order (eV/Å):
1.99 2.41 0.49
-1.01 1.02 0.12
0.32 -2.33 -0.20
0.65 -0.31 0.42
-0.42 1.42 0.26
-1.96 -0.83 -1.53
-0.11 1.80 -0.43
-0.05 -2.10 0.35
1.58 2.07 1.99
1.47 0.20 0.00
-2.08 1.27 -1.25
-1.54 -3.29 0.57
-0.16 -0.01 -0.34
1.33 -1.33 -0.44



Molecular formula: C12H14N3O10P2PtSSe
Method: DFT, ωB97M-V with the def2-TZVPD basis set

Calculated total energy (eV): -135629.7763
Gap between HOMO and LUMO (alpha / beta) (eV): 4.7 / 4.7
Net charge: -1
Energy above the lowest of the compared OMol25 structures with the same formula, charge and spin (kJ/mol): 173.19

Each line ends with the natural charge from an NBO analysis.
Element x y z (Å)
Pt: -0.2531 0.0817 -0.4131  1.176
O: 3.6662 1.5499 1.4300  -1.025
P: 3.0244 1.1375 0.0268  2.571
O: 4.1782 1.0555 -0.9438  -1.046
O: 2.0885 -0.0306 0.2220  -1.198
O: 2.0671 2.4507 -0.3073  -1.079
P: 0.8757 2.8175 0.7209  2.563
O: 0.3584 4.2119 0.1251  -0.995
O: 1.4389 2.9917 2.0874  -1.175
O: -0.3294 1.8692 0.6035  -1.117
H: 2.9867 2.0411 1.9484  0.526
H: 0.8343 4.9311 0.5613  0.505
C: -0.2211 -1.1961 5.0705  -0.182
C: 0.1961 -0.1427 4.2736  -0.226
C: -0.0614 -0.1389 2.9133  -0.093
C: -0.7357 -1.2086 2.3339  0.052
C: -1.1620 -2.2743 3.1348  -0.186
C: -0.9069 -2.2605 4.4913  -0.228
N: -0.9310 -1.2198 0.9281  -0.123
N: -1.4045 -2.3118 0.4516  -0.205
C: -1.1843 -2.4742 -0.8830  0.291
C: -1.6165 -3.6108 -1.5670  -0.209
C: -1.2743 -3.7632 -2.8898  -0.169
C: -0.5014 -2.7893 -3.5225  -0.225
C: -0.1125 -1.6808 -2.8075  0.083
N: -0.4504 -1.5326 -1.5202  -0.399
H: -0.0180 -1.1954 6.1337  0.210
H: 0.7369 0.6865 4.7122  0.228
H: 0.2731 0.6812 2.2981  0.261
H: -1.6771 -3.0995 2.6680  0.232
H: -1.2389 -3.0923 5.1003  0.209
H: -2.2113 -4.3347 -1.0280  0.230
H: -1.5998 -4.6371 -3.4396  0.219
H: -0.2150 -2.8854 -4.5588  0.234
H: 0.4748 -0.8873 -3.2519  0.274
C: -1.2338 3.2886 -2.6677  -0.895
S: -1.0019 1.5455 -2.8261  2.388
O: -2.1186 0.9030 -2.1437  -1.018
O: -0.9231 1.2412 -4.2345  -0.989
O: 0.2870 1.2254 -2.0893  -0.972
H: -2.0591 3.5755 -3.3140  0.234
H: -0.3006 3.7585 -2.9793  0.247
H: -1.4370 3.5038 -1.6212  0.255
Se: 3.6919 1.2191 -3.2263  -0.234

Forces on the atoms, in the same order (eV/Å):
0.44 -0.17 0.22
0.05 0.18 -0.10
-0.49 -0.71 0.45
-0.66 0.38 -1.68
1.13 0.71 -0.19
-0.21 -0.33 0.42
0.14 -0.01 -0.18
-0.01 0.05 0.13
-0.07 -0.08 0.09
0.55 0.13 -0.27
0.13 -0.05 -0.03
-0.04 -0.09 -0.10
-0.07 0.00 -0.18
0.07 0.02 0.26
0.01 0.02 -0.38
-0.27 0.09 0.72
-0.04 0.03 -0.21
-0.05 -0.08 0.00
0.12 -0.42 -1.03
0.44 0.24 1.13
0.13 0.05 -1.19
-0.11 0.08 0.47
0.10 0.04 -0.28
-0.22 -0.32 0.21
0.32 0.19 0.05
-0.62 0.03 0.25
0.01 0.01 -0.01
-0.02 0.01 -0.09
0.01 0.01 0.04
-0.02 -0.05 0.07
0.01 0.02 0.00
0.03 -0.03 -0.04
-0.01 0.01 0.04
0.01 0.05 0.00
-0.01 0.05 0.12
0.50 -0.04 0.11
-1.26 -0.37 -0.24
-0.19 0.48 -0.48
0.52 0.10 -0.13
-0.62 -0.11 0.28
-0.01 -0.05 0.02
-0.11 0.10 0.02
0.01 0.04 -0.04
0.37 -0.22 1.77